A structure of composition C11H44FN22O11Zn in a non-equilibrium geometry, computed with wB97M-V/def2-TZVPD.

The geometry in XYZ format:
```
90
Properties=species:S:1:pos:R:3:forces:R:3:mulliken_charge:R:1
Zn -0.286691 0.341464 -0.395317 -0.19 -0.95 0.13 2.434
F 0.801482 -1.039832 0.538164 -0.33 -0.43 0.16 0.898
C -5.156848 2.509947 0.414085 6.21 -0.87 0.78 0.530
O -4.439693 3.342905 0.984954 -0.35 0.29 -1.50 -0.621
N -4.689013 1.444621 -0.291683 1.60 -0.42 -1.26 -0.271
N -6.367532 2.306301 0.671860 -6.27 1.09 1.56 -0.374
H -5.369296 0.812333 -0.688601 0.46 0.22 -0.29 0.265
H -3.781323 1.549158 -0.722113 -0.17 -0.59 0.58 -0.175
H -6.700073 3.099761 1.200960 -1.11 -0.77 0.45 0.291
H -6.740247 1.369042 0.619506 -0.54 0.74 0.27 0.195
C 0.820125 5.510175 0.627187 -0.33 -0.57 1.76 0.744
O -0.347380 5.166009 0.567969 -0.35 0.51 -0.47 -0.686
N 1.767043 5.433841 -0.318189 0.96 0.05 -1.02 -0.463
N 1.439085 5.861452 1.792224 -0.44 0.26 1.17 -0.434
H 1.589692 5.239098 -1.293235 0.06 -0.30 0.44 0.226
H 2.566596 5.099654 0.200589 0.64 -0.05 -1.49 0.195
H 2.401332 6.167041 1.820419 -0.42 0.15 0.00 0.183
H 0.919657 5.865609 2.658410 0.06 -0.02 -0.30 0.218
C -0.738000 -1.097592 -3.266567 -0.43 -2.63 -0.94 0.125
O -0.094728 -0.563503 -2.410310 1.58 1.62 1.87 -0.076
N -0.531246 -2.348079 -3.674246 1.27 -1.96 0.56 -0.214
N -1.736821 -0.587973 -3.919805 -3.53 2.88 -1.26 -0.413
H -1.178183 -2.917689 -4.200661 0.36 0.37 -0.06 0.225
H 0.364585 -2.720225 -3.393026 0.36 -0.68 -0.36 -0.052
H -2.207805 0.206923 -3.511849 0.18 0.01 -0.27 0.144
H -2.236215 -1.118525 -4.619235 0.18 0.25 0.18 0.175
C 1.050648 -5.263556 0.092088 1.54 -4.13 -1.32 0.422
O 1.224855 -6.305118 -0.536130 -0.86 0.06 -1.50 -0.740
N 1.493173 -5.246470 1.308824 1.27 1.37 4.01 -0.228
N 0.486172 -4.168581 -0.337646 -2.35 2.75 -1.87 0.207
H 2.049933 -5.999669 1.686725 -0.16 0.18 -0.44 0.216
H 1.520296 -4.329415 1.731154 0.35 -0.65 0.64 0.186
H 0.151341 -4.168259 -1.290533 0.32 -0.05 0.13 0.147
H 0.577628 -3.254988 0.083173 0.15 -0.05 -0.12 -0.437
C 3.829005 -0.498096 1.870159 2.26 1.72 4.45 0.404
O 4.818176 -0.488420 2.560093 2.16 -0.04 0.34 -0.742
N 3.546601 -1.394655 0.984960 -1.28 -3.66 -3.99 -0.169
N 2.859607 0.382912 2.075582 -1.43 0.73 -1.21 0.047
H 2.552800 -1.520517 0.855969 -0.24 -0.12 -0.50 -0.153
H 4.062128 -2.260981 0.923213 0.38 0.42 0.76 0.309
H 2.953965 1.129473 2.749267 -0.31 -0.46 -0.34 0.178
H 2.128026 0.102741 1.438093 -1.36 1.63 0.54 -0.447
C 2.009874 1.953792 -1.709208 -1.33 -2.44 4.57 -0.146
O 1.350139 1.231212 -0.977966 -0.25 -0.55 0.71 -0.315
N 1.714157 2.280418 -2.865105 -2.01 1.52 -7.35 -0.316
N 3.092305 2.454682 -1.271068 5.65 2.30 3.64 -0.397
H 0.966357 1.762396 -3.303915 0.19 0.17 -0.35 0.199
H 2.506296 2.653609 -3.368445 -0.75 -0.04 -0.85 0.226
H 3.275780 2.332308 -0.285444 -0.03 -0.38 -0.04 0.220
H 3.704311 3.150240 -1.673252 -0.45 -0.26 -0.50 0.203
C 1.159933 -2.928048 3.885362 1.31 3.16 -2.08 0.604
O 2.197524 -2.269753 4.001190 -0.70 -1.11 0.52 -0.636
N 0.388034 -3.393892 4.836094 -0.01 -0.84 3.69 -0.465
N 0.516663 -3.023118 2.710983 -1.22 -0.63 -1.79 -0.013
H 0.749732 -3.090943 5.729110 -0.55 -0.63 0.36 0.275
H -0.535553 -3.788474 4.729378 0.46 0.27 0.11 0.155
H 0.750403 -2.531673 1.860124 0.11 0.48 0.29 -0.767
H -0.245510 -3.685825 2.707803 0.07 0.30 -0.61 0.272
C -2.507608 -1.996238 0.020636 0.58 1.74 1.47 0.315
O -2.072823 -0.889135 -0.140738 1.05 3.36 -1.29 -0.307
N -2.990035 -2.328168 1.179911 -1.28 -0.91 4.51 -0.463
N -2.570028 -2.942696 -0.824689 0.00 -3.79 -3.77 -0.334
H -3.112909 -3.296565 1.439170 -0.27 0.27 -0.03 0.184
H -2.834382 -1.686221 1.943953 0.01 -0.09 -0.17 0.235
H -2.514126 -3.846834 -0.378027 -0.13 -0.29 -1.03 0.235
H -2.284508 -2.813090 -1.784777 0.29 -0.20 0.31 0.166
C 2.767866 -2.568004 -2.674497 0.39 0.95 -0.35 0.536
O 2.255555 -3.210261 -3.501974 -3.43 -3.24 -5.34 -0.785
N 3.149837 -3.068580 -1.584936 2.37 -3.10 6.83 -0.245
N 3.039937 -1.310598 -2.741969 0.79 4.57 -0.55 -0.157
H 3.187131 -4.063882 -1.417336 -0.31 0.19 -0.27 0.215
H 3.476967 -2.461632 -0.846894 0.06 -0.41 -0.19 0.159
H 2.884440 -0.806185 -3.603056 0.15 0.04 0.53 0.198
H 3.523604 -0.976684 -1.920580 -0.03 1.05 -0.74 0.109
C -1.973861 2.685371 -1.661436 0.88 -0.45 -1.07 0.451
O -1.646834 1.677074 -1.074686 0.73 -1.26 1.80 -0.817
N -1.405767 3.861524 -1.700798 1.61 2.00 0.47 -0.183
N -2.908713 2.498775 -2.549847 -2.87 0.46 -2.84 -0.329
H -1.751098 4.630401 -2.257275 -0.22 -0.35 0.19 0.210
H -0.693119 4.127817 -1.036468 -0.22 -0.07 0.53 -0.078
H -3.401284 1.617277 -2.529088 -0.09 0.61 -0.27 0.321
H -3.214640 3.295683 -3.089697 -0.57 -0.55 -0.07 0.162
C -0.478417 1.833148 2.298320 -1.75 -0.01 -0.94 0.625
O -0.327212 1.702591 1.080929 1.14 -0.14 0.05 -0.421
N -0.320863 0.898791 3.209087 0.70 -1.83 1.40 -0.325
N -1.065404 2.934768 2.724808 -0.25 1.91 0.71 -0.422
H -0.620076 1.073772 4.157743 0.26 -0.22 -0.24 0.189
H 0.040008 -0.013973 2.970873 0.13 0.15 -0.05 -0.116
H -1.267857 3.621483 2.012399 -0.17 0.18 0.24 0.131
H -1.337082 3.065022 3.688820 0.04 0.18 -0.41 0.172
```
Forces are in eV/Å.

LUMO energy, Ha: -0.085
Total charge: +1
2S+1: 1
Relative energy (zero: lowest compared OMol25 entry of this formula, charge and spin), eV: 0.0000